[1]
Entry from the Open Molecules 2025 dataset: the molecule C4H8N2O in a non-equilibrium geometry (ωB97M-V/def2-TZVPD).

E_HOMO	-10.52	eV
energy above the lowest of the compared OMol25 structures with the same formula, charge and spin	142.98	kJ/mol
SMILES string	C[C@](O)(C#N)CN
gap between HOMO and LUMO	11.1	eV
LUMO level	0.58	eV
max |F|	1.1	eV/Å

```
15
Properties=species:S:1:pos:R:3:mulliken_charge:R:1
H -0.046 2.092 -0.139 0.34
H 1.053 1.456 -1.395 0.38
H -0.865 -0.040 -1.402 0.36
H 1.690 1.935 0.197 0.38
H -0.617 -0.037 1.686 0.45
C 1.798 -0.762 0.008 -0.04
C 0.588 0.073 0.232 1.23
H -2.003 -1.665 0.612 0.21
N -1.771 -0.707 0.382 -0.60
H -2.596 -0.266 -0.005 0.20
H -0.315 -1.620 -0.846 0.39
C -0.620 -0.626 -0.510 -0.68
N 2.719 -1.429 -0.201 -0.46
O 0.347 0.131 1.610 -0.59
C 0.843 1.478 -0.320 -1.56
```

[2]
Entry from the Open Molecules 2025 dataset: a structure of composition C18H31Cl2FeN4O3S in a non-equilibrium geometry (ωB97M-V/def2-TZVPD).

E_HOMO (spin up / spin down)	-2.65 / -3.83	eV
energy above the lowest of the compared OMol25 structures with the same formula, charge and spin	329.99	kJ/mol
gap between HOMO and LUMO (spin up / spin down)	5.5 / 6.6	eV
charge	-1
spin multiplicity	5
LUMO level (spin up / spin down)	2.80 / 2.80	eV
max |F|	4.4	eV/Å

```
60
Properties=species:S:1:pos:R:3:mulliken_charge:R:1
O -1.368 -1.705 2.686 -0.65
S 1.568 0.723 1.645 -0.24
H 2.348 3.240 -3.590 0.39
H 2.361 -1.158 0.171 0.03
C -2.113 1.496 -3.369 -1.54
H 2.118 -5.059 -0.249 0.32
C 1.303 3.609 -0.390 0.39
C 2.019 3.763 -2.698 -0.49
H 4.345 -1.981 -0.481 0.25
C 1.901 3.018 -1.523 0.64
H 0.854 -4.146 -1.106 0.25
C -4.951 -1.736 2.779 -0.90
C 0.192 -0.528 -2.717 -1.07
C 1.929 -4.304 -1.024 -1.04
H -1.913 0.573 -3.919 0.34
H -3.075 1.380 -2.881 0.26
H 2.349 -4.642 -1.979 0.34
N 2.547 -3.036 -0.679 0.22
C 0.809 0.458 3.119 0.39
N 0.011 1.378 3.697 -0.38
N -3.584 -2.217 2.750 0.20
Cl -2.805 -1.377 -0.959 -0.64
H -4.014 -4.254 2.788 0.34
Fe -1.777 0.514 -0.679 -0.57
H -2.843 -0.393 2.100 0.14
H 4.378 -3.325 -1.654 0.30
H -0.358 -1.484 -2.637 0.30
H -0.457 1.139 4.570 0.20
H -2.302 -3.825 3.099 0.25
C -1.070 1.651 -2.331 -0.22
C -3.342 -3.545 3.284 -0.99
C -2.553 -1.387 2.496 0.38
C 2.536 1.710 -1.677 -0.23
H -2.144 2.331 -4.053 0.43
C 1.428 5.764 -1.506 -0.29
Cl -1.708 2.037 0.769 -0.62
H -3.551 -3.572 4.364 0.32
H -0.725 2.651 -2.061 0.50
H 1.349 6.852 -1.490 0.36
H 0.155 -0.157 -3.747 0.48
O 0.584 -2.146 0.149 -0.48
H 4.427 -3.670 0.097 0.31
H 1.239 -0.793 -2.519 0.18
H -0.304 2.154 3.150 0.17
H 1.471 -1.397 3.313 0.26
H 0.797 5.502 0.537 0.36
N 0.999 -0.678 3.838 -0.57
C -0.534 0.424 -1.894 1.27
H -5.287 -1.614 3.821 0.31
C 1.792 -2.068 -0.086 0.37
C 4.003 -3.002 -0.673 -0.90
H -5.605 -2.449 2.261 0.30
H 1.019 3.013 0.479 0.08
H -4.991 -0.768 2.271 0.26
C 1.844 5.131 -2.681 -0.66
C 1.123 4.994 -0.376 -0.70
H 0.182 -1.006 4.364 0.25
O 3.191 1.092 -0.843 -0.52
H 2.086 5.695 -3.577 0.37
H 2.118 1.129 -2.549 0.19
```

[3]
Entry from the Open Molecules 2025 dataset: a cluster of 2 separate species, C4H12 in total in a non-equilibrium geometry (ωB97M-V/def2-TZVPD).

E_HOMO	-11.64	eV
energy above the lowest of the compared OMol25 structures with the same formula, charge and spin	43.25	kJ/mol
SMILES string	CC.CC
gap between HOMO and LUMO	12.7	eV
LUMO level	1.08	eV
max |F|	1.4	eV/Å

```
16
Properties=species:S:1:pos:R:3:mulliken_charge:R:1
H -0.627 1.761 0.175 0.15
H -2.389 1.254 -1.277 0.26
H 2.546 -0.200 0.797 0.36
H 1.560 -2.282 -1.305 0.25
H -2.274 -0.058 -0.050 0.25
H -3.604 1.019 -0.052 0.32
H -1.831 2.970 0.701 0.33
C -1.613 1.907 0.607 -0.69
C 1.943 -0.735 0.068 -0.78
H -1.743 1.547 1.632 0.23
C 2.223 -2.152 -0.447 -0.86
H 3.217 -2.372 -0.826 0.30
H 1.799 -0.059 -0.776 0.26
H 0.947 -0.788 0.519 0.20
H 1.898 -2.892 0.280 0.27
C -2.525 0.987 -0.225 -0.86
```

[4]
Entry from the Open Molecules 2025 dataset: a cluster of 2 separate species, C2H8N3O in total in a non-equilibrium geometry (ωB97M-V/def2-TZVPD).

E_HOMO (spin up / spin down)	-13.35 / -13.34	eV
energy above the lowest of the compared OMol25 structures with the same formula, charge and spin	744.58	kJ/mol
gap between HOMO and LUMO (spin up / spin down)	8.5 / 8.2	eV
charge	+1
LUMO level (spin up / spin down)	-4.80 / -5.16	eV
max |F|	4.3	eV/Å

```
14
Properties=species:S:1:pos:R:3:mulliken_charge:R:1
H 2.420 -0.575 0.436 0.35
C -1.797 0.223 -0.105 -0.58
H 0.233 -1.365 0.329 0.41
N 1.786 0.131 0.129 -0.31
N -0.228 1.292 2.134 0.09
O -1.347 1.167 2.222 -0.11
H 0.785 -0.665 -1.370 0.40
H -2.576 0.700 -0.533 0.34
C 0.440 -0.475 -0.416 -0.48
H -2.021 -0.948 0.005 0.31
H -2.033 0.956 0.914 0.26
H 1.455 0.695 0.967 0.34
N -0.503 0.501 -0.514 -0.39
H 2.296 0.718 -0.484 0.36
```